Entry from the Open Molecules 2025 dataset: 4 unconnected molecules or ions with the total composition C34H85N3O6PSi6 at a distorted geometry (ωB97M-V with the def2-TZVPD basis set).

Summary:
Frontier orbital gap in eV: 8.25
Strongest force on any atom in eV Å⁻¹: 2.1

```
! RIJCOSX wB97M-V def2-TZVPD def2/J DEFGRID3
* xyz 1 1
C -2.83511 -8.71253 -7.53088
C -3.61935 -7.96813 -6.72812
C -3.09000 -7.19379 -5.55973
N -2.43217 -5.94010 -5.97662
C -2.79271 -5.03530 -6.98927
P -4.23126 -5.30286 -8.14097
O -3.92987 -4.33715 -9.40511
O -5.49059 -4.59391 -7.35594
C -1.89051 -4.01155 -6.94655
C -1.90496 -2.79753 -7.83318
C -1.27665 -1.51276 -7.26968
C -1.82602 -1.13426 -5.88189
C -2.08736 0.37898 -5.69765
C -1.39222 0.90833 -4.43996
N -0.98177 -4.32347 -5.95086
N 0.13884 -3.56268 -5.63743
C 1.43440 -4.22214 -5.88719
C 1.46419 -5.07245 -7.14950
C 2.77763 -5.88213 -7.20186
C -1.35749 -5.46977 -5.37315
C -0.67306 -6.12434 -4.21478
O -1.63771 -6.19727 -3.18499
C -1.09006 -6.69821 -1.96962
H -2.96381 -8.65849 -8.60757
H -2.10106 -9.41590 -7.14504
H -4.68884 -7.93956 -6.90738
H -2.38421 -7.79898 -4.99055
H -3.89676 -6.93137 -4.87379
H -4.38711 -3.48314 -9.38795
H -5.32636 -4.57679 -6.40463
H -1.51588 -3.04778 -8.82091
H -2.95940 -2.55256 -7.96559
H -1.54751 -0.71118 -7.95631
H -0.19605 -1.61854 -7.21711
H -2.72358 -1.70737 -5.62638
H -1.09143 -1.39233 -5.11643
H -3.15305 0.58076 -5.58462
H -1.68866 0.92852 -6.55052
H -0.30872 0.87841 -4.57524
H -1.66848 0.34279 -3.54833
H -1.65225 1.95107 -4.24852
H 0.05055 -3.19478 -4.69937
H 1.77577 -4.83061 -5.04408
H 2.16541 -3.42187 -6.01551
H 1.43618 -4.44572 -8.04174
H 0.64497 -5.79219 -7.19970
H 2.61812 -6.82397 -7.72513
H 3.54935 -5.34128 -7.74634
H 3.14709 -6.12755 -6.20579
H -0.27991 -7.10975 -4.48503
H 0.12335 -5.45404 -3.88134
H -0.34244 -7.47579 -2.14016
H -1.90992 -7.14003 -1.40627
H -0.67369 -5.89067 -1.36309
O -2.86234 5.39208 -0.14075
Si -3.33327 4.04263 -0.94988
C -5.00669 3.46983 -0.34032
C -2.09253 2.66755 -0.67722
C -3.45949 4.35990 -2.78395
Si -2.54195 5.86986 1.40750
C -2.03670 7.66112 1.45595
C -1.15330 4.83758 2.12430
C -4.06191 5.64905 2.47489
H -4.95684 3.13205 0.69659
H -5.37371 2.64062 -0.94927
H -5.73647 4.28034 -0.39403
H -1.08380 3.00009 -0.93334
H -2.33760 1.80343 -1.29972
H -2.08522 2.34277 0.36507
H -2.50054 4.66999 -3.20466
H -4.19506 5.13493 -3.00633
H -3.77170 3.44325 -3.29049
H -1.13487 7.83956 0.86727
H -1.83045 7.95148 2.48807
H -2.82746 8.30942 1.07396
H -1.45567 3.79542 2.24889
H -0.86041 5.22260 3.10323
H -0.27583 4.85857 1.47375
H -4.31771 4.59401 2.59197
H -4.92273 6.16069 2.03928
H -3.88753 6.06394 3.46971
O 3.49674 0.16230 1.60458
Si 3.80066 1.04013 2.97180
C 3.72109 -0.06952 4.47635
C 2.52130 2.39247 3.15625
C 5.48867 1.82148 2.90270
Si 2.29986 -0.76064 0.96617
C 2.78217 -1.40674 -0.72002
C 0.73448 0.24608 0.79137
C 1.94713 -2.22624 2.07541
H 2.70815 -0.44268 4.64373
H 4.03134 0.47715 5.36806
H 4.38115 -0.93203 4.36004
H 2.46751 2.99882 2.24893
H 2.77196 3.04825 3.99000
H 1.53059 1.97208 3.34261
H 5.58143 2.50345 2.05534
H 6.27643 1.06986 2.82299
H 5.65977 2.39354 3.81709
H 2.97318 -0.59105 -1.42027
H 1.96712 -2.01602 -1.11956
H 3.67751 -2.02922 -0.66714
H 0.33457 0.52213 1.76885
H -0.03249 -0.32368 0.26098
H 0.92357 1.16499 0.23209
H 1.52619 -1.90722 3.03043
H 2.85947 -2.79106 2.27834
H 1.22889 -2.89935 1.60089
O 2.26179 4.26890 9.16882
Si 2.43307 2.96271 8.18467
C 1.74841 1.42995 9.01054
C 4.24458 2.67641 7.80780
C 1.52406 3.22268 6.57679
Si 2.73637 4.77961 10.66436
C 2.06875 6.48094 11.02447
C 4.60375 4.83840 10.76332
C 2.10560 3.60235 11.97438
H 2.33982 1.15289 9.88527
H 1.75526 0.58652 8.31636
H 0.71954 1.59286 9.33891
H 4.70769 3.58369 7.41309
H 4.36108 1.88333 7.06698
H 4.79300 2.38209 8.70453
H 1.90894 4.09185 6.03952
H 0.45501 3.36839 6.74511
H 1.64600 2.34709 5.93657
H 2.42962 7.21428 10.30083
H 2.39554 6.79573 12.01756
H 0.97728 6.49335 11.00799
H 5.03642 3.83794 10.70013
H 4.91955 5.28328 11.70906
H 5.01836 5.43741 9.94958
H 2.57787 2.62162 11.88948
H 1.02512 3.46733 11.89059
H 2.32305 3.99407 12.97017
*
```

***

Entry from the Open Molecules 2025 dataset: a molecular structure, C34H86CrN7O13 at a distorted geometry (ωB97M-V with the def2-TZVPD basis set).

Summary:
Frontier orbital gap (alpha / beta) in eV: 8.15 / 9.17
Energy above the lowest of the compared OMol25 structures with the same formula, charge and spin in kJ/mol: 208.2
Expectation value of S²: 3.786
Strongest force on any atom in eV Å⁻¹: 2.9

```
! RIJCOSX wB97M-V def2-TZVPD def2/J DEFGRID3
* xyz 0 4
Cr 0.33423 4.01880 0.16706
C 0.47544 -0.08189 0.67353
C 0.52611 1.42078 0.55057
O 0.11066 2.19977 1.44407
O 0.83371 1.99948 -0.51324
H 0.71709 -0.38125 1.69363
H 1.13939 -0.63260 0.01020
H -0.54222 -0.41265 0.45961
C 3.76825 4.76069 2.21761
C 2.51885 4.81054 1.40606
O 2.55636 4.56747 0.18349
O 1.37134 4.83693 1.94584
H 3.85090 5.64625 2.85074
H 4.63639 4.63247 1.57724
H 3.75668 3.92849 2.92248
C 0.17268 6.72945 -2.88034
C 0.15905 5.81646 -1.69900
O -0.08545 6.05957 -0.47332
O 0.39007 4.58343 -1.80686
H -0.78821 6.67078 -3.39288
H 0.93658 6.34164 -3.54992
H 0.32346 7.76430 -2.58647
C 4.79237 2.52529 -0.69037
C 5.61056 1.42592 -0.04483
C 5.05275 0.04850 -0.32562
O 5.82539 -0.96173 0.33149
C 5.17528 -2.20244 0.48111
N 7.00954 1.47904 -0.48652
H 4.82724 2.42268 -1.77452
H 5.13996 3.51366 -0.38866
H 3.75330 2.56159 -0.35958
H 5.61290 1.55039 1.04858
H 5.18261 -0.16539 -1.39393
H 4.03525 -0.06894 0.05797
H 5.08368 -2.76002 -0.45234
H 4.23915 -2.05361 1.02454
H 5.80632 -2.80925 1.13097
H 7.60744 2.12955 0.00372
H 7.40525 0.56167 -0.29523
C 3.39575 4.40252 -4.48039
C 3.23142 2.88470 -4.38562
C 1.93017 2.39135 -3.72557
O 1.74023 0.99847 -3.88407
C 2.61794 0.19909 -3.07477
N 3.50251 2.29026 -5.69740
H 2.82224 4.79457 -5.32250
H 4.44739 4.67336 -4.52461
H 2.98785 4.90225 -3.59654
H 4.00386 2.48244 -3.72468
H 1.07277 2.96612 -4.09383
H 1.83297 2.59649 -2.65738
H 2.11445 -0.76613 -3.02104
H 2.64680 0.70685 -2.10917
H 3.55055 0.07193 -3.62750
H 2.91160 2.77462 -6.37938
H 3.05664 1.37450 -5.78178
C -7.13468 -1.05095 1.78556
C -6.29154 -0.32583 2.84495
C -5.83430 0.97444 2.22713
O -4.83418 0.80348 1.24083
C -3.55357 0.47756 1.72666
N -7.08786 -0.07202 4.04907
H -8.08807 -0.54006 1.63290
H -7.31948 -2.11043 1.96996
H -6.61953 -0.99074 0.82009
H -5.50096 -0.99301 3.19195
H -5.43193 1.64608 3.00027
H -6.66050 1.53099 1.78290
H -2.81269 0.58237 0.93564
H -3.57718 -0.57482 2.03430
H -3.28602 1.11608 2.57631
H -7.94400 0.46570 3.91875
H -7.52185 -0.97437 4.25327
C 1.04962 -5.02788 -5.27800
C -0.15782 -4.39978 -4.59524
C 0.13864 -3.00705 -4.07645
O -1.00431 -2.52299 -3.41743
C -0.87573 -1.15716 -3.03541
N -1.26749 -4.37436 -5.57441
H 1.71121 -4.36130 -5.83838
H 0.76962 -5.85891 -5.93111
H 1.74062 -5.56472 -4.61664
H -0.41947 -5.08165 -3.78021
H 0.47824 -2.38716 -4.91819
H 0.97963 -3.04364 -3.36338
H -0.20022 -1.16169 -2.17488
H -1.88441 -0.87239 -2.72402
H -0.61727 -0.47708 -3.84950
H -1.92305 -3.67827 -5.23208
H -0.84079 -4.08901 -6.44951
C -3.85059 5.15327 1.62876
C -2.73565 4.22821 1.08490
C -2.87462 4.01872 -0.44905
O -1.77913 3.23507 -0.86355
C -2.03392 2.50777 -2.04144
N -1.37351 4.72528 1.36287
H -4.65267 4.45507 1.87040
H -4.15180 5.92737 0.92323
H -3.56567 5.67222 2.54627
H -2.80580 3.31825 1.68331
H -2.88270 5.01339 -0.91386
H -3.84305 3.57483 -0.69780
H -1.15291 2.01881 -2.44922
H -2.45107 3.08152 -2.87839
H -2.82169 1.76351 -1.88235
H -1.39043 5.73561 1.51575
H -1.42058 4.45127 2.34983
C -1.36591 -3.72197 8.42870
C -1.56354 -2.40394 7.68643
C -1.55157 -2.59194 6.17991
O -1.65826 -1.29227 5.56909
C -0.62591 -0.97665 4.64852
N -2.87462 -1.80928 8.03104
H -0.36314 -4.14114 8.34975
H -2.02729 -4.44721 7.94839
H -1.62073 -3.55786 9.47440
H -0.73349 -1.72788 7.92766
H -2.40532 -3.15985 5.80853
H -0.60977 -3.05547 5.87183
H -0.45200 -1.78041 3.92689
H 0.31814 -0.76209 5.15612
H -1.01801 -0.09980 4.13657
H -2.68551 -1.33713 8.91952
H -3.00640 -0.98642 7.44316
C 1.45786 -7.47573 -1.61416
C 0.40952 -7.33066 -0.51080
C -0.24574 -5.97089 -0.48765
O 0.74895 -4.97146 -0.21849
C 0.22687 -3.69726 -0.02012
N -0.73110 -8.20902 -0.78860
H 1.81168 -8.49885 -1.74795
H 2.24345 -6.71681 -1.55786
H 1.07462 -7.27092 -2.62467
H 0.88218 -7.49488 0.45746
H -0.96966 -5.91343 0.33167
H -0.69220 -5.66203 -1.44160
H -0.46201 -3.32577 -0.79118
H 1.06106 -2.99274 -0.06888
H -0.25683 -3.53825 0.95129
H -1.36235 -7.88557 -1.49662
H -0.53137 -9.19321 -0.78428
*
```

***

Entry from the Open Molecules 2025 dataset: a molecular structure, C34H86O32Tl at a distorted geometry (ωB97M-V with the def2-TZVPD basis set).

Summary:
Frontier orbital gap in eV: 3.42
Strongest force on any atom in eV Å⁻¹: 4.4

```
! RIJCOSX wB97M-V def2-TZVPD def2/J DEFGRID3
* xyz 1 1
Tl 2.60726 -3.26887 2.09636
C -1.38087 -1.21527 -0.48174
C -1.83178 0.07146 -0.64658
C -0.95327 1.23914 -0.20908
O -1.11297 2.44441 -0.53148
C 0.13959 0.97221 0.58808
C 0.43532 -0.34019 1.14769
C -0.14398 -1.50048 0.26691
O 0.51079 -2.51511 0.14896
O 1.24337 -0.61536 2.01589
O -2.91522 0.10683 -1.28143
H -1.84675 -2.10261 -0.89124
H 0.74941 1.79896 0.92761
C 6.21547 -1.80217 2.23858
C 5.42650 -0.53940 2.30100
O 4.03811 -0.69857 2.57891
O 5.57348 -2.87812 1.53593
H 6.45613 -2.17150 3.23903
H 7.19075 -1.65099 1.77177
H 5.26399 -0.04574 1.33519
H 5.84218 0.24565 2.93534
H 3.73474 0.13506 2.95792
H 6.19396 -3.56337 1.27822
C -1.02520 4.95392 -3.97569
C -2.35556 4.61614 -3.20910
O -3.50936 4.84226 -4.03890
O -1.02248 6.20871 -4.59426
H -0.92835 4.20070 -4.76394
H -0.19426 4.82825 -3.28130
H -2.38247 5.22810 -2.30534
H -2.22732 3.58336 -2.88747
H -3.67201 5.78465 -4.13039
H -1.83786 6.35741 -5.07959
C -1.51575 -0.18464 4.80571
C -2.27778 -0.32803 3.48641
O -2.83440 0.93142 3.25418
O -2.33680 -0.14584 5.92758
H -0.89576 0.71940 4.80677
H -0.82798 -1.02086 4.95573
H -3.12152 -0.98761 3.69427
H -1.71795 -0.50156 2.56468
H -2.24047 1.62985 3.54524
H -3.02795 0.50506 5.76239
C 3.95227 2.67518 -0.33079
C 3.64625 3.32083 -1.70380
O 4.18579 2.65377 -2.82724
O 3.34028 1.41065 -0.11746
H 3.61596 3.38920 0.42761
H 5.02005 2.64085 -0.10811
H 4.05353 4.33600 -1.74430
H 2.58623 3.51009 -1.88968
H 5.05585 2.38252 -2.51741
H 2.41515 1.61302 0.02953
C 0.65873 5.77696 1.71090
C -0.52298 4.78776 1.91723
O -1.32751 4.62881 0.71262
O 1.44327 5.26963 0.66325
H 1.28091 5.68470 2.60206
H 0.31142 6.78429 1.47931
H -1.14655 5.02234 2.77897
H -0.20759 3.74295 1.91771
H -1.38701 3.75194 0.32750
H 0.85453 4.81302 0.05171
C 0.11248 -4.04560 -5.32111
C 0.53243 -3.30627 -4.05571
O 0.83951 -4.20832 -2.98077
O 1.15004 -5.01968 -5.62224
H 0.12602 -3.44517 -6.22810
H -0.84514 -4.53433 -5.13609
H -0.36867 -2.81630 -3.67490
H 1.29395 -2.53939 -4.18753
H 0.46489 -3.87243 -2.16309
H 1.59969 -5.19592 -4.79038
C 3.17028 -3.41093 5.91627
C 2.67623 -1.97952 5.79727
O 1.95567 -1.70344 4.61129
O 4.07889 -3.69481 4.88019
H 2.24594 -3.99471 5.83546
H 3.51758 -3.61173 6.93043
H 3.54833 -1.32994 5.92064
H 2.05411 -1.76458 6.67045
H 1.45070 -0.90400 4.77954
H 4.72178 -4.25824 5.32174
C -4.96782 3.79424 -0.29563
C -6.40684 4.06615 -0.64003
O -7.26133 2.86316 -0.63100
O -4.35138 2.86446 -1.12270
H -4.99205 3.41345 0.73240
H -4.32181 4.67795 -0.28717
H -6.65723 4.55932 -1.57776
H -6.75610 4.66011 0.20727
H -7.98651 3.01006 -0.02006
H -3.42931 2.77459 -0.88219
C 1.62588 2.82817 4.66637
C 2.26272 2.17112 3.42337
O 3.61568 1.80320 3.64484
O 0.21294 2.76681 4.31864
H 1.89777 3.88152 4.73155
H 1.83087 2.25511 5.57000
H 2.20261 2.92107 2.62990
H 1.58444 1.37550 3.11670
H 4.17951 2.56858 3.50550
H -0.36953 3.13844 4.98669
C -5.13066 -0.27159 1.69415
C -5.52974 -1.69508 1.37228
O -5.83658 -1.89063 -0.03460
O -5.93809 0.72017 1.00369
H -4.20758 -0.13990 1.12071
H -4.95306 -0.03292 2.73964
H -6.32326 -1.96563 2.07069
H -4.62003 -2.28534 1.50810
H -6.49072 -2.59510 -0.02125
H -6.31586 1.28764 1.68118
C 0.86888 0.83757 -3.01141
C -0.19966 1.42542 -3.93016
O -0.43579 0.46332 -4.92832
O 2.15223 0.84794 -3.63065
H 0.54748 -0.18901 -2.84814
H 0.84811 1.34905 -2.04639
H 0.06820 2.40496 -4.33490
H -1.10676 1.65912 -3.35923
H -0.85771 0.89095 -5.67878
H 2.51770 1.71167 -3.42249
C 0.90251 -6.15511 -0.37612
C 0.14903 -7.47492 -0.64281
O -1.13687 -7.42899 -0.12557
O 1.42996 -5.98551 0.93104
H 0.37287 -5.26464 -0.70783
H 1.79128 -6.27149 -1.00244
H 0.77822 -8.29051 -0.26699
H 0.18506 -7.66661 -1.71978
H -1.59652 -8.24623 -0.33814
H 1.59365 -6.84856 1.32114
C -3.56969 -1.16331 -5.00574
C -3.53269 -2.11147 -3.80605
O -4.84211 -2.22284 -3.24756
O -4.06477 0.07813 -4.55803
H -4.24423 -1.56169 -5.76683
H -2.58111 -1.03486 -5.45113
H -2.77707 -1.88389 -3.04336
H -3.02694 -3.05860 -4.03165
H -4.95835 -3.09912 -2.87213
H -3.51354 0.74526 -4.97345
C 4.03972 -1.91185 -1.31860
C 4.09358 -3.44629 -1.32802
O 2.85662 -3.98539 -0.85252
O 3.54079 -1.41759 -0.11747
H 3.45291 -1.68562 -2.21579
H 5.02580 -1.43958 -1.36901
H 4.85989 -3.79176 -0.63589
H 4.25063 -3.65557 -2.38726
H 2.41998 -4.08426 -1.71012
H 3.49352 -0.44860 -0.14451
*
```